Record 1
DFT (ωB97M-V with the def2-TZVPD basis set) results for a molecular structure, C21H19Cl2FeN3O3.

The total energy comes out at -92131.2426 eV. The total charge is 0. The multiplicity is 5.

Cartesian coordinates (Å):
H (-0.106, -3.766, -1.363)
N (-0.268, -1.697, -1.049)
C (1.386, -0.191, 4.828)
C (2.209, -0.789, 2.513)
H (-1.228, 0.884, 2.885)
H (-0.556, -0.669, 3.661)
O (1.836, -1.286, 1.364)
H (1.749, -3.311, 3.383)
C (-0.079, -2.462, -3.182)
C (0.997, 3.383, -3.831)
Cl (-2.748, -2.256, 1.488)
H (-2.672, -4.286, 0.313)
H (-2.765, -4.534, 2.090)
C (-0.993, 1.249, 1.893)
C (-0.141, -1.089, -3.251)
H (1.268, -2.924, 5.050)
C (-0.269, -0.610, -1.918)
H (1.921, 3.917, -4.002)
H (2.407, -0.089, 5.187)
Cl (-0.564, -4.185, 1.348)
C (-0.278, 1.745, -2.615)
C (1.843, -2.580, 4.188)
N (0.041, 5.430, -6.513)
C (-2.325, -3.964, 1.285)
C (-0.154, -2.781, -1.808)
C (-0.026, 4.642, -5.678)
H (-0.099, -0.474, -4.137)
C (1.345, -1.224, 3.724)
C (-0.678, 2.580, 0.144)
H (-2.305, 1.468, -3.251)
O (-0.049, -1.405, 3.297)
N (-0.785, 0.414, 0.879)
H (1.768, 2.221, -2.200)
H (0.022, -3.164, -3.995)
H (1.075, 0.789, 4.455)
C (-0.579, 1.215, -0.235)
C (-0.374, 0.725, -1.527)
H (0.742, -0.491, 5.660)
C (-1.383, 2.010, -3.419)
H (-0.572, 3.427, -0.516)
Fe (-0.019, -1.535, 0.984)
C (-1.304, 2.960, -4.423)
O (3.191, -0.109, 2.708)
H (-2.160, 3.172, -5.049)
C (-0.111, 3.649, -4.630)
H (-1.077, 3.460, 2.134)
C (0.910, 2.434, -2.826)
H (2.895, -2.504, 4.465)
C (-0.938, 2.602, 1.496)

=====

Record 2
DFT (ωB97M-V with the def2-TZVPD basis set) results for C21H19FN4O3 in the gas phase in a non-equilibrium geometry.

The total energy comes out at -36904.5046 eV. The total charge is 0. The SMILES is Cc1c(NC(=O)[C@@H]2CC(c3ccc(F)cc3)=NO2)c(=O)n(-c2ccccc2)n1C.

Cartesian coordinates (Å):
H (1.855, 1.107, 4.705)
N (-0.869, -0.479, 0.735)
H (3.452, -3.412, 1.891)
C (3.163, 0.185, 3.288)
C (3.004, -2.750, 2.630)
H (-3.331, 4.183, -5.722)
O (-1.434, -2.103, -0.775)
H (-4.434, 0.208, -6.806)
H (3.792, -2.334, 3.254)
C (0.349, -0.853, 1.298)
H (-4.468, -0.733, -1.965)
C (-3.455, 1.398, -3.778)
H (-2.804, -1.166, -2.418)
C (-3.880, 0.487, -4.747)
C (3.901, 1.680, 5.009)
H (-2.929, 3.426, -3.378)
C (1.095, -3.185, 0.422)
C (1.194, -1.916, 1.184)
H (2.322, -3.328, 3.263)
H (-3.677, -0.549, 0.297)
N (2.114, -0.489, 2.647)
F (-4.122, 2.635, -7.637)
C (0.925, 0.092, 2.244)
H (0.229, -3.147, -0.232)
H (1.992, -3.340, -0.174)
H (3.676, 2.317, 5.851)
H (0.984, -4.031, 1.102)
C (5.208, 1.544, 4.573)
C (-3.257, 2.735, -4.136)
H (6.006, 2.071, 5.075)
C (4.473, 0.065, 2.831)
O (-2.697, 1.156, -0.304)
H (4.687, -0.534, 1.958)
C (2.877, 0.999, 4.378)
N (-2.832, 1.782, -1.503)
C (-3.479, 3.156, -5.430)
C (-3.422, -0.432, -1.897)
C (-3.221, 0.975, -2.412)
O (0.482, 1.167, 2.606)
C (5.490, 0.739, 3.482)
C (-3.902, 2.229, -6.370)
N (2.322, -1.675, 1.946)
H (6.505, 0.642, 3.126)
C (-1.647, -1.058, -0.190)
C (-4.106, 0.900, -6.046)
H (-4.036, -0.548, -4.488)
H (-1.154, 0.441, 1.070)
C (-2.936, -0.256, -0.456)

=====

Record 3
DFT (ωB97M-V with the def2-TZVPD basis set) results for a molecular structure, C21H19I2N5O2OsS4 in a non-equilibrium geometry.

The total energy comes out at -95623.6185 eV. The total charge is +2.

Cartesian coordinates (Å):
H (1.907, 3.337, -2.372)
S (2.660, 1.776, -0.006)
C (-2.098, 3.774, 4.625)
H (-1.231, 5.228, 2.533)
Os (0.702, 0.237, 1.286)
C (-0.239, 3.096, -2.440)
C (0.871, -2.091, -1.468)
C (0.384, 3.565, 4.801)
H (-2.770, 6.131, 2.397)
H (0.342, 4.232, 5.647)
C (-1.117, 1.667, -0.725)
N (0.110, 1.439, -0.243)
H (3.096, -7.361, -3.149)
C (0.723, -5.005, -5.074)
C (-0.779, 3.252, 4.102)
C (1.991, -7.036, -4.956)
C (2.016, -5.519, -3.096)
N (1.360, -3.123, -2.063)
C (2.434, -6.695, -3.684)
H (2.316, -7.957, -5.414)
H (-1.946, 1.179, -0.222)
I (-1.970, -1.352, 1.678)
H (-0.387, 3.722, -3.307)
H (-1.596, 2.059, 2.499)
H (0.114, -4.321, -5.646)
H (-3.593, 4.362, 1.302)
H (-2.336, 2.669, -2.157)
S (1.574, -1.521, -0.037)
C (1.571, 2.131, 3.319)
O (-2.666, 4.244, 1.539)
C (1.582, 3.004, 4.389)
C (-0.709, 2.349, 3.051)
C (1.026, 2.889, -1.935)
H (-0.306, -3.418, 2.203)
C (-1.332, 2.492, -1.809)
S (-0.582, -1.465, -2.293)
C (1.135, -6.190, -5.648)
C (-0.644, -2.595, 2.829)
S (-1.549, -3.056, -4.622)
C (-2.324, 5.144, 2.561)
N (0.448, 1.802, 2.667)
H (2.347, -5.235, -2.110)
H (2.508, 3.219, 4.899)
H (0.810, -6.450, -6.643)
N (0.683, -3.523, -3.124)
O (-2.494, 3.388, 5.697)
H (2.499, 1.689, 2.967)
C (1.132, -4.681, -3.783)
C (-0.427, -2.789, -3.432)
C (1.172, 2.071, -0.808)
I (1.116, -1.491, 3.463)
H (-3.619, 5.011, 4.241)
H (-1.171, -2.956, 3.710)
N (-2.740, 4.678, 3.862)

=====

Record 4
DFT (ωB97M-V with the def2-TZVPD basis set) results for C21H19IO4 in the gas phase in a non-equilibrium geometry.

The total energy comes out at -38376.1811 eV. The total charge is 0. The SMILES is Cc1cc2c(cc1CC(=O)I)C(=O)c1cc(CCCCO)ccc1C2=O.

Cartesian coordinates (Å):
C (-1.589, -0.730, -1.312)
O (-0.285, 2.524, -1.058)
H (-1.054, 2.300, 4.812)
H (1.986, -2.459, -4.017)
H (-4.165, -0.371, 1.819)
I (-2.573, 3.762, 6.898)
H (2.564, -0.827, -3.709)
C (-0.244, -2.263, -2.574)
H (4.880, -3.454, -2.393)
C (-0.725, 1.485, -0.645)
C (5.501, -1.397, -2.296)
C (-3.349, 0.334, 1.781)
C (2.130, -1.709, -3.242)
C (-1.445, -1.959, -1.940)
C (0.664, -0.113, -1.990)
H (-0.102, -3.215, -3.066)
C (-1.606, 2.866, 4.068)
H (5.881, -0.011, -3.618)
C (4.512, -2.488, -2.722)
C (-3.912, 0.881, 4.142)
O (-3.921, -0.705, -0.936)
H (-2.247, -2.681, -1.931)
H (-0.440, 2.854, 1.670)
H (4.981, -0.567, -1.820)
C (-2.826, -0.363, -0.580)
H (6.240, -1.765, -1.589)
C (-2.743, 3.603, 4.722)
H (-0.927, 3.639, 3.713)
C (3.091, -2.258, -2.179)
H (-4.785, 1.529, 4.085)
H (2.658, -3.187, -1.810)
H (-4.249, -0.146, 4.238)
O (-3.641, 4.116, 4.180)
C (-1.257, 2.148, 1.721)
H (1.448, 0.630, -2.002)
H (3.108, -1.562, -1.343)
C (-1.527, 1.382, 0.597)
C (-2.584, 0.467, 0.633)
C (-3.065, 1.091, 2.921)
C (0.818, -1.358, -2.606)
H (-3.399, 1.141, 5.064)
H (4.498, -2.483, -3.808)
O (6.237, -0.880, -3.425)
C (-0.530, 0.185, -1.345)
C (-2.008, 2.012, 2.890)

=====

Record 5
DFT (ωB97M-V with the def2-TZVPD basis set) results for C21H19N3O5S2 in the gas phase in a non-equilibrium geometry.

The total energy comes out at -58463.8887 eV. The total charge is 0. The SMILES is NS(=O)(=O)c1ccc(NC(=O)c2ccc(S(=O)(=O)N3CCc4ccccc43)cc2)cc1.

Cartesian coordinates (Å):
C (-1.324, -1.946, -1.199)
O (-3.824, 1.783, -0.980)
O (3.240, 1.290, 1.531)
C (1.195, -3.167, -0.134)
O (-4.074, 1.301, 1.431)
C (1.112, 3.770, -1.723)
C (3.183, -1.917, -0.667)
C (-1.125, 2.850, -1.678)
C (0.227, 2.944, 0.329)
C (-1.662, -2.943, -0.286)
C (-1.865, -0.681, -1.068)
H (-3.809, -1.167, 1.646)
H (2.171, 3.807, 0.158)
H (2.639, 1.812, -1.030)
H (0.974, 2.020, 2.124)
N (3.550, 1.392, -0.933)
C (1.264, 3.533, -0.358)
O (5.177, 0.153, 0.478)
C (-1.010, -4.287, -0.381)
S (-3.286, 1.264, 0.238)
C (1.669, -1.109, 1.015)
H (-1.050, 0.750, 1.992)
H (0.805, -5.132, -0.638)
O (-1.614, -5.327, -0.489)
C (-0.960, 2.604, -0.327)
H (1.915, 4.231, -2.277)
C (-2.730, -0.422, -0.021)
H (2.656, -3.781, -1.580)
N (0.362, -4.258, -0.383)
H (-1.875, 2.175, 2.651)
S (3.797, 0.523, 0.457)
H (-0.178, 3.638, -3.420)
H (1.440, -0.360, 1.756)
C (0.871, -2.222, 0.841)
H (0.074, 3.513, 2.384)
H (-2.055, 2.617, -2.169)
C (2.379, -3.025, -0.861)
C (-0.068, 3.435, -2.365)
C (-1.214, 1.827, 1.857)
C (-2.593, -2.689, 0.715)
H (-1.617, 0.109, -1.758)
C (0.116, 2.601, 1.786)
H (4.106, -1.795, -1.211)
H (-0.637, -2.161, -2.004)
N (-1.866, 2.056, 0.571)
H (0.004, -2.368, 1.465)
C (2.805, -0.952, 0.247)
C (-3.114, -1.414, 0.859)
H (3.917, 0.981, -1.772)
H (-2.876, -3.483, 1.390)

=====

Q: Which of these has the highest total charge?
A: C21H19I2N5O2OsS4